(a)
C10H10N2OS in the gas phase, computed with ωB97M-V/def2-TZVPD.

The geometry in ORCA input format:
```
! RIJCOSX wB97M-V def2-TZVPD def2/J DEFGRID3
* xyz 0 1
O 1.03234 0.49510 -2.20211
C 0.52230 1.48018 -1.40620
C 0.92872 2.80083 -1.53552
C 0.39723 3.77798 -0.71312
C -0.54191 3.43968 0.24362
C -0.94710 2.12166 0.37212
C -0.43086 1.12932 -0.44453
C -0.87637 -0.30376 -0.32225
N 0.23980 -1.15241 0.02636
C 0.11424 -2.31154 0.69474
N 1.05066 -3.19208 0.80406
C 0.67448 -4.22656 1.59936
C -0.57330 -4.16110 2.11304
S -1.36544 -2.71062 1.58691
H 1.64989 0.87800 -2.83672
H 1.66454 3.06032 -2.28564
H 0.72056 4.80191 -0.82335
H -0.95762 4.19792 0.88877
H -1.68066 1.85527 1.11829
H -1.32224 -0.62549 -1.27651
H -1.63249 -0.39253 0.46097
H 1.04150 -1.08974 -0.58515
H 1.37525 -5.02452 1.76728
H -1.08353 -4.84782 2.75557
*
```

Frontier orbital gap   0.3082 hartree
Molecular weight   206.27 u
SMILES   Oc1ccccc1CNc1nccs1
Lowest unoccupied orbital energy   0.6 eV

=====

(b)
C10H10N2OS in the gas phase, computed with ωB97M-V/def2-TZVPD.

The geometry in ORCA input format:
```
! RIJCOSX wB97M-V def2-TZVPD def2/J DEFGRID3
* xyz 0 1
C -0.73880 0.16468 2.89590
S 0.05931 -0.31406 1.54162
O 1.13270 -1.16546 1.95265
C 0.69863 0.97282 0.43522
C 2.10286 1.05245 0.46459
C 2.70965 1.84082 -0.46980
C 1.89989 2.50090 -1.44389
C 0.49580 2.49845 -1.38106
C -0.13042 1.69641 -0.41299
N -0.86657 -1.39410 0.06025
C -1.74187 -2.29443 0.37327
C -2.25466 -2.91631 -0.78956
C -1.47168 -2.34158 -1.81175
N -0.66836 -1.41335 -1.32185
H -0.47224 -0.61186 3.58066
H -1.72391 0.51438 2.79206
H 2.68142 0.47916 1.17733
H 3.79371 2.02937 -0.56268
H 2.43173 2.90488 -2.29338
H -0.07993 3.00581 -2.10034
H -1.27860 1.43372 -0.37137
H -2.15811 -2.43712 1.43361
H -3.01708 -3.74186 -0.86827
H -1.40346 -2.46375 -2.88020
*
```

Frontier orbital gap   0.3112 hartree
Molecular weight   206.27 u
SMILES   C=[S@](=O)(c1ccccc1)n1cccn1
Lowest unoccupied orbital energy   -0.2 eV

=====

Ranked by calculated energy, most stable first: (a), (b).